Record 1
C17H49MgO8 | ωB97M-V with the def2-TZVPD basis set

Each line ends with the Löwdin charge.
Cartesian coordinates (Å):
Mg1 -1.29 -5.05 0.21  1.009
C1 0.03 0.84 0.65  -0.062
C2 -0.93 -0.23 0.19  -0.506
C3 -1.67 0.20 -1.12  -0.027
O1 -0.49 -1.58 0.23  -0.064
H1 0.55 0.57 1.57  0.086
H2 -0.52 1.77 0.82  0.091
H3 0.76 1.02 -0.14  0.087
H4 -1.60 -0.15 1.04  0.157
H5 -1.06 0.13 -2.02  0.084
H6 -2.16 1.17 -1.07  0.089
H7 -2.49 -0.46 -1.38  0.070
C4 -2.95 -3.96 -4.60  -0.086
C5 -1.92 -5.06 -4.31  -0.344
O2 -1.13 -4.61 -3.28  -0.125
H8 -3.69 -4.07 -5.39  0.075
H9 -2.43 -3.05 -4.90  0.073
H10 -3.64 -3.78 -3.76  0.065
H11 -1.47 -5.30 -5.28  0.118
H12 -2.41 -5.99 -4.03  0.111
H13 -0.55 -3.93 -3.62  0.098
C6 1.74 1.66 -6.82  -0.079
C7 2.60 2.41 -5.71  -0.312
O3 3.96 2.15 -5.99  -0.071
H14 1.81 0.57 -6.78  0.062
H15 1.98 1.91 -7.85  0.066
H16 0.71 2.00 -6.76  0.058
H17 2.30 2.13 -4.70  0.094
H18 2.32 3.46 -5.76  0.101
H19 4.38 2.93 -5.61  0.081
C8 4.17 4.25 3.52  -0.061
C9 4.40 4.85 2.05  -0.304
O4 5.51 5.71 1.98  -0.085
H20 3.10 4.05 3.56  0.055
H21 4.39 4.97 4.31  0.063
H22 4.79 3.36 3.69  0.059
H23 3.51 5.42 1.75  0.092
H24 4.46 4.15 1.22  0.102
H25 5.27 6.45 2.54  0.078
C10 5.00 -1.84 5.55  -0.090
C11 6.20 -1.00 5.99  -0.324
O5 7.08 -0.76 4.89  -0.085
H26 4.33 -2.07 6.38  0.075
H27 5.41 -2.73 5.08  0.069
H28 4.52 -1.43 4.66  0.066
H29 6.69 -1.46 6.85  0.107
H30 5.89 0.00 6.27  0.104
H31 7.58 0.02 5.14  0.078
C12 -10.07 -0.14 -1.26  -0.083
C13 -8.82 -1.02 -1.33  -0.311
O6 -7.66 -0.26 -1.72  -0.099
H32 -11.03 -0.64 -1.15  0.074
H33 -10.22 0.65 -2.00  0.075
H34 -9.88 0.44 -0.36  0.068
H35 -9.03 -1.85 -2.01  0.103
H36 -8.47 -1.32 -0.35  0.106
H37 -6.98 -0.95 -1.73  0.065
C14 4.82 -1.57 -0.14  -0.086
C15 4.79 -1.35 -1.67  -0.272
O7 3.52 -1.86 -2.16  -0.119
H38 4.21 -0.81 0.37  0.063
H39 5.88 -1.43 0.08  0.074
H40 4.41 -2.50 0.25  0.069
H41 5.54 -1.82 -2.31  0.113
H42 4.86 -0.28 -1.88  0.102
H43 2.77 -1.52 -1.66  0.055
C16 -5.08 1.32 3.93  -0.106
C17 -4.12 1.12 5.16  -0.245
O8 -4.77 0.08 5.95  -0.098
H44 -5.10 0.46 3.26  0.052
H45 -4.77 2.05 3.19  0.058
H46 -6.15 1.44 4.12  0.070
H47 -4.03 2.04 5.75  0.106
H48 -3.18 0.85 4.68  0.093
H49 -4.45 -0.79 5.71  0.070

Calculated values
**Spin multiplicity**: 1
**Lowest unoccupied orbital energy**: -8.32 eV
**E_tot**: -1478.4790 Ha
**Orbital gap**: 3.28 eV
**Energy above the lowest of the compared OMol25 structures with the same formula, charge and spin**: 282.9 kcal per mole
**Charge**: +1

Record 2
C17H50O15 | ωB97M-V with the def2-TZVPD basis set

Each line ends with the Löwdin charge.
Cartesian coordinates (Å):
C1 -0.93 1.46 -2.88  -0.059
C2 -0.78 2.86 -3.28  -0.527
C3 0.39 3.06 -4.12  -0.049
O1 -1.91 3.25 -4.02  -0.007
H1 -0.21 1.19 -2.10  0.042
H2 -0.93 0.68 -3.65  0.072
H3 -1.93 1.23 -2.52  0.096
H4 -0.62 3.42 -2.36  0.094
H5 0.29 2.57 -5.09  0.099
H6 1.24 2.63 -3.60  0.088
H7 0.74 4.09 -4.14  0.093
H8 -2.37 3.87 -3.46  0.093
C4 0.96 -0.71 0.52  -0.142
C5 0.10 -0.32 -0.68  -0.134
O2 -0.79 0.79 -0.34  -0.214
O3 2.11 -1.52 0.21  -0.079
H9 0.40 -1.23 1.29  0.090
H10 1.18 0.21 1.06  0.072
H11 -0.37 -1.18 -1.15  0.097
H12 0.69 0.01 -1.54  0.125
H13 -1.54 0.59 0.21  -0.170
H14 2.67 -1.69 0.97  -0.125
C6 -1.18 3.41 0.41  -0.216
C7 0.30 3.00 0.52  -0.176
O4 0.83 2.61 -0.78  -0.079
O5 -1.23 4.42 -0.58  -0.063
H15 -1.56 3.77 1.36  0.134
H16 -1.78 2.57 0.04  0.062
H17 0.35 2.17 1.22  0.089
H18 0.95 3.77 0.93  0.128
H19 0.61 1.69 -0.91  0.021
H20 -0.62 4.06 -1.22  0.024
C8 4.08 0.98 3.49  -0.205
C9 2.55 1.02 3.43  -0.200
O6 1.98 1.08 2.15  -0.096
O7 4.55 -0.27 3.98  -0.085
H21 4.46 1.80 4.10  0.118
H22 4.58 1.10 2.53  0.111
H23 2.26 1.90 4.00  0.122
H24 2.13 0.16 3.97  0.121
H25 2.12 0.18 1.82  0.021
H26 4.25 -0.34 4.90  0.098
C10 -0.96 -4.00 1.95  -0.253
C11 -1.22 -2.69 2.69  -0.201
O8 -1.46 -2.98 4.11  -0.064
O9 -2.12 -4.76 1.82  -0.032
H27 -0.17 -4.51 2.49  0.127
H28 -0.64 -3.67 0.96  0.124
H29 -2.07 -2.15 2.28  0.103
H30 -0.39 -2.03 2.47  0.085
H31 -2.31 -3.41 4.19  0.070
H32 -2.35 -4.94 2.73  0.076
C12 -3.10 -0.01 -0.01  -0.139
C13 -3.71 1.36 0.27  -0.176
O10 -4.55 1.20 1.41  -0.065
O11 -1.94 -0.27 0.75  -0.001
H33 -2.78 -0.14 -1.04  0.107
H34 -3.77 -0.84 0.22  0.148
H35 -4.31 1.86 -0.49  0.141
H36 -2.95 2.09 0.55  0.083
H37 -5.33 0.66 1.34  0.090
H38 -2.28 -0.47 1.62  0.128
C14 -2.19 -1.95 -4.73  -0.231
C15 -1.86 -1.43 -3.28  -0.213
O12 -1.46 -2.50 -2.42  -0.092
O13 -3.26 -2.83 -4.69  -0.057
H39 -1.37 -2.57 -5.10  0.119
H40 -2.43 -1.11 -5.38  0.122
H41 -2.76 -1.07 -2.79  0.109
H42 -1.13 -0.63 -3.20  0.056
H43 -0.55 -2.63 -2.15  0.078
H44 -2.94 -3.70 -4.44  0.089
C16 4.57 -0.87 0.92  -0.279
C17 4.15 -1.90 1.80  -0.165
O14 2.78 -1.61 2.16  -0.055
O15 4.29 -1.02 -0.43  -0.036
H45 5.63 -0.69 1.11  0.150
H46 4.09 0.06 1.24  0.104
H47 4.69 -1.91 2.75  0.126
H48 4.23 -2.85 1.27  0.157
H49 2.55 -2.16 2.91  0.152
H50 3.38 -1.28 -0.57  0.025

Calculated values
**Spin multiplicity**: 1
**Lowest unoccupied orbital energy**: -0.09 eV
**E_tot**: -1805.7585 Ha
**Orbital gap**: 9.18 eV
**Energy above the lowest of the compared OMol25 structures with the same formula, charge and spin**: 189.1 kcal per mole

Record 3
C17H51InN9O3P2 | ωB97M-V with the def2-TZVPD basis set

Each line ends with the Löwdin charge.
Cartesian coordinates (Å):
N1 1.36 5.15 -0.04  0.107
C1 1.28 6.32 -0.58  -0.539
N2 0.26 6.63 -1.58  0.086
N3 2.23 7.31 -0.11  -0.012
C2 2.88 8.08 -1.21  -0.214
C3 4.20 7.37 -1.71  -0.201
C4 4.49 7.49 -3.26  -0.320
C5 3.28 7.19 -4.23  -0.340
In1 2.63 5.00 -4.28  0.434
O1 4.06 3.89 -5.33  -0.503
H1 0.65 4.52 -0.43  0.010
H2 0.74 6.59 -2.49  0.035
H3 0.03 7.62 -1.43  0.070
H4 2.92 6.79 0.43  0.097
H5 2.16 8.33 -2.02  0.085
H6 3.17 9.07 -0.74  0.104
H7 5.06 7.90 -1.19  0.096
H8 4.26 6.31 -1.34  0.106
H9 4.93 8.49 -3.55  0.088
H10 5.29 6.73 -3.51  0.095
H11 3.66 7.39 -5.27  0.026
H12 2.40 7.88 -4.09  0.008
H13 2.19 4.34 -2.69  -0.110
H14 1.11 4.95 -5.29  -0.133
H15 3.59 3.09 -5.60  -0.087
O2 -0.86 2.58 -0.14  -0.296
P1 -0.91 1.42 0.88  0.820
N4 -1.46 0.29 -0.31  -0.310
C6 -2.52 -0.69 -0.21  -0.129
C7 -0.44 -0.13 -1.27  -0.129
N5 -2.26 2.17 1.74  -0.314
C8 -3.65 1.75 1.61  -0.168
C9 -2.32 3.64 1.59  -0.159
N6 -0.82 0.17 2.12  -0.312
C10 0.25 -0.81 1.96  -0.143
C11 -1.81 -0.26 3.08  -0.134
H16 -2.24 -1.57 0.39  0.049
H17 -2.79 -1.06 -1.20  0.088
H18 -3.44 -0.28 0.18  0.054
H19 0.35 -0.73 -0.80  0.057
H20 0.03 0.74 -1.73  0.080
H21 -0.86 -0.72 -2.08  0.078
H22 -4.03 1.89 0.59  0.089
H23 -4.28 2.32 2.29  0.080
H24 -3.82 0.72 1.91  0.041
H25 -2.73 3.95 0.63  0.083
H26 -1.33 4.09 1.70  0.069
H27 -2.94 4.08 2.38  0.075
H28 -0.07 -1.65 1.32  0.071
H29 0.56 -1.23 2.92  0.073
H30 1.13 -0.35 1.51  0.077
H31 -2.63 -0.82 2.62  0.062
H32 -2.20 0.57 3.67  0.083
H33 -1.37 -0.95 3.82  0.078
O3 -2.26 -5.81 -0.71  -0.307
P2 -0.97 -5.82 0.13  0.797
N7 -0.92 -7.55 0.26  -0.313
C12 -0.63 -8.36 1.41  -0.132
C13 -0.57 -8.25 -0.98  -0.138
N8 -1.76 -5.05 1.50  -0.308
C14 -2.15 -5.75 2.72  -0.161
C15 -2.95 -4.25 1.14  -0.165
N9 0.59 -5.63 0.92  -0.314
C16 1.75 -6.07 0.15  -0.140
C17 0.91 -5.41 2.31  -0.129
H34 0.44 -8.40 1.67  0.074
H35 -0.93 -9.40 1.24  0.083
H36 -1.18 -8.07 2.30  0.053
H37 0.46 -8.06 -1.28  0.059
H38 -1.23 -7.93 -1.80  0.074
H39 -0.70 -9.33 -0.89  0.077
H40 -2.92 -6.51 2.53  0.088
H41 -2.55 -5.03 3.44  0.083
H42 -1.32 -6.21 3.25  0.045
H43 -3.83 -4.88 0.97  0.082
H44 -2.76 -3.66 0.25  0.052
H45 -3.20 -3.54 1.94  0.075
H46 1.95 -7.14 0.31  0.075
H47 2.66 -5.53 0.43  0.079
H48 1.60 -5.91 -0.92  0.076
H49 0.75 -6.30 2.92  0.070
H50 0.37 -4.56 2.73  0.079
H51 1.97 -5.16 2.44  0.083

Calculated values
**Spin multiplicity**: 1
**Lowest unoccupied orbital energy**: 0.38 eV
**E_tot**: -2269.4321 Ha
**Orbital gap**: 4.85 eV
**Charge**: -1

Record 4
C17H51N17O9 | ωB97M-V with the def2-TZVPD basis set

Each line ends with the Löwdin charge.
Cartesian coordinates (Å):
C1 -16.42 -17.15 -22.74  -0.030
C2 -17.31 -17.80 -23.81  -0.528
C3 -17.38 -16.86 -25.01  -0.039
C4 -16.65 -19.10 -24.30  -0.135
C5 -16.83 -20.24 -23.30  -0.175
C6 -18.31 -20.46 -23.03  -0.143
C7 -18.95 -19.22 -22.43  -0.502
C8 -20.47 -19.39 -22.45  -0.025
C9 -18.51 -18.98 -20.97  -0.017
N1 -18.67 -18.11 -23.38  -0.086
O1 -19.33 -16.91 -23.01  -0.018
H1 -15.49 -16.75 -23.16  0.087
H2 -16.93 -16.33 -22.24  0.085
H3 -16.08 -17.90 -22.02  0.059
H4 -17.96 -17.31 -25.82  0.087
H5 -17.81 -15.88 -24.78  0.082
H6 -16.38 -16.70 -25.42  0.084
H7 -17.07 -19.37 -25.27  0.109
H8 -15.59 -18.88 -24.47  0.123
H9 -16.41 -21.10 -23.83  0.103
H10 -16.28 -20.10 -22.37  0.099
H11 -18.49 -21.28 -22.33  0.105
H12 -18.76 -20.77 -23.97  0.107
H13 -20.98 -18.49 -22.12  0.078
H14 -20.79 -20.19 -21.78  0.072
H15 -20.79 -19.49 -23.49  0.100
H16 -17.51 -18.58 -20.84  0.067
H17 -18.52 -19.94 -20.46  0.065
H18 -19.27 -18.35 -20.51  0.081
H19 -19.10 -16.76 -22.08  0.086
N2 -20.88 -24.67 -15.09  0.160
C10 -21.46 -24.07 -16.16  -0.652
N3 -20.64 -23.32 -16.95  0.177
O2 -22.64 -24.19 -16.45  0.002
H20 -21.45 -25.37 -14.65  0.105
H21 -19.91 -24.53 -14.85  0.097
H22 -21.18 -22.78 -17.62  0.051
H23 -19.65 -23.18 -16.86  0.075
N4 -24.50 -23.67 -23.07  0.157
C11 -25.07 -24.29 -21.99  -0.685
N5 -24.17 -24.99 -21.23  0.146
O3 -26.27 -24.34 -21.78  0.013
H24 -25.01 -22.91 -23.50  0.068
H25 -23.50 -23.56 -23.14  0.054
H26 -23.19 -25.00 -21.43  0.074
H27 -24.56 -25.70 -20.63  0.093
N6 -24.25 -20.10 -18.64  0.146
C12 -23.56 -21.25 -18.31  -0.609
N7 -24.29 -22.17 -17.63  0.199
O4 -22.35 -21.37 -18.49  -0.033
H28 -25.17 -20.04 -18.25  0.101
H29 -23.75 -19.25 -18.83  0.097
H30 -25.19 -21.91 -17.27  0.108
H31 -23.78 -22.95 -17.23  0.065
N8 -20.84 -17.75 -17.10  0.154
C13 -19.68 -18.45 -17.32  -0.681
N9 -19.82 -19.61 -18.02  0.169
O5 -18.61 -18.08 -16.85  0.010
H32 -21.71 -18.00 -17.52  0.079
H33 -20.74 -16.89 -16.60  0.102
H34 -20.74 -20.00 -18.18  0.060
H35 -18.98 -19.90 -18.47  0.048
N10 -19.79 -23.91 -22.27  0.171
C14 -20.75 -23.20 -21.60  -0.662
N11 -20.50 -22.88 -20.31  0.202
O6 -21.81 -22.92 -22.16  -0.019
H36 -20.10 -24.11 -23.21  0.102
H37 -18.85 -24.06 -21.96  0.097
H38 -19.61 -22.92 -19.84  0.067
H39 -21.27 -22.40 -19.86  0.064
N12 -15.98 -22.06 -19.53  0.162
C15 -16.96 -22.07 -18.57  -0.672
N13 -16.89 -21.01 -17.71  0.169
O7 -17.80 -22.96 -18.53  0.004
H40 -16.05 -22.81 -20.19  0.104
H41 -15.28 -21.34 -19.60  0.098
H42 -17.42 -20.99 -16.86  0.108
H43 -16.18 -20.31 -17.84  0.105
N14 -23.89 -20.72 -21.85  0.179
C16 -24.78 -20.37 -22.82  -0.663
N15 -25.69 -19.42 -22.43  0.148
O8 -24.79 -20.87 -23.93  0.014
H44 -23.24 -21.48 -22.02  0.054
H45 -23.94 -20.38 -20.90  0.049
H46 -25.64 -19.02 -21.51  0.079
H47 -26.36 -19.11 -23.10  0.100
N16 -16.00 -23.25 -26.81  0.148
C17 -17.17 -23.64 -26.20  -0.685
N17 -18.05 -22.61 -25.97  0.154
O9 -17.43 -24.78 -25.89  0.029
H48 -16.00 -22.31 -27.16  0.088
H49 -15.42 -23.97 -27.21  0.102
H50 -18.80 -22.84 -25.34  0.089
H51 -17.93 -21.65 -26.23  0.085

Calculated values
**Spin multiplicity**: 1
**SMILES**: CC1(C)CCCC(C)(C)N1O.NC(N)=O.NC(N)=O.NC(N)=O.NC(N)=O.NC(N)=O.NC(N)=O.NC(N)=O.NC(N)=O
**Lowest unoccupied orbital energy**: -0.01 eV
**E_tot**: -2286.6893 Ha
**Orbital gap**: 8.69 eV
**Energy above the lowest of the compared OMol25 structures with the same formula, charge and spin**: 0.0 kcal per mole

Record 5
C17H52N4O9 | ωB97M-V with the def2-TZVPD basis set

Each line ends with the Löwdin charge.
Cartesian coordinates (Å):
N1 29.66 5.55 -16.59  0.147
C1 29.49 5.15 -17.79  -0.605
N2 28.41 5.61 -18.39  0.124
O1 30.31 4.21 -18.43  -0.130
H1 30.38 5.29 -15.86  0.111
H2 29.02 6.31 -16.31  0.076
H3 28.37 5.38 -19.40  0.054
H4 27.68 6.32 -18.11  0.095
N3 31.03 7.78 -17.54  0.145
C2 30.52 8.42 -18.64  -0.560
N4 29.36 7.98 -19.02  0.169
O2 31.24 9.46 -19.22  -0.125
H5 31.77 8.28 -17.12  0.079
H6 30.67 6.90 -17.11  0.061
H7 28.78 8.60 -19.65  0.085
H8 29.07 7.00 -18.93  0.039
C3 28.90 7.97 -14.88  -0.049
C4 27.49 7.94 -15.30  -0.681
C5 27.05 9.05 -16.20  -0.023
O3 27.13 6.92 -15.88  0.001
H9 29.23 7.05 -14.34  0.092
H10 29.14 8.90 -14.36  0.110
H11 29.52 8.05 -15.74  0.041
H12 26.90 8.04 -14.41  0.145
H13 26.02 9.03 -16.29  0.052
H14 27.48 9.01 -17.15  0.056
H15 27.29 10.02 -15.76  0.101
H16 26.81 6.34 -15.12  0.190
C6 28.76 13.04 -18.63  -0.041
C7 29.55 11.87 -18.06  -0.675
C8 30.85 12.35 -17.41  -0.031
O4 29.07 11.09 -17.26  -0.011
H17 27.93 12.81 -19.37  0.085
H18 29.42 13.84 -19.01  0.095
H19 28.29 13.56 -17.77  0.097
H20 29.79 11.32 -19.00  0.114
H21 30.59 12.92 -16.51  0.091
H22 31.53 12.95 -18.01  0.080
H23 31.44 11.53 -17.05  0.067
H24 29.63 10.28 -17.13  0.138
C9 33.26 5.15 -14.43  -0.018
C10 31.97 5.76 -13.90  -0.603
C11 32.00 7.29 -14.07  -0.023
O5 30.94 5.22 -14.37  -0.012
H25 33.32 5.39 -15.49  0.093
H26 33.37 4.07 -14.41  0.085
H27 34.00 5.60 -13.83  0.065
H28 31.90 5.68 -12.78  0.156
H29 31.18 7.80 -13.54  0.081
H30 31.93 7.60 -15.07  0.040
H31 32.88 7.62 -13.59  0.074
H32 30.57 4.67 -13.68  0.153
C12 23.56 8.40 -18.07  -0.013
C13 24.30 7.68 -19.26  -0.608
C14 25.49 6.77 -18.84  -0.007
O6 23.55 7.05 -20.02  0.021
H33 24.40 8.74 -17.45  0.043
H34 22.91 7.74 -17.56  0.062
H35 23.07 9.34 -18.21  0.065
H36 24.64 8.43 -19.93  0.124
H37 26.30 6.72 -19.58  0.075
H38 25.01 5.88 -18.52  0.080
H39 26.10 7.19 -17.97  0.067
H40 23.67 6.10 -19.76  0.128
C15 28.01 10.56 -21.41  -0.114
O7 27.93 9.24 -20.88  -0.127
H41 28.36 10.46 -22.45  0.095
H42 28.80 11.08 -20.85  0.078
H43 27.19 11.25 -21.43  0.067
H44 27.36 8.73 -21.42  0.084
C16 25.90 11.02 -18.82  -0.159
O8 26.48 11.62 -17.73  -0.128
H45 25.85 11.60 -19.67  0.057
H46 24.97 10.57 -18.47  0.078
H47 26.53 10.20 -18.88  0.044
H48 27.45 11.59 -17.79  0.015
C17 29.40 5.32 -21.42  -0.166
O9 28.17 4.96 -20.95  -0.106
H49 29.46 5.37 -22.55  0.107
H50 30.23 4.73 -21.05  0.081
H51 29.56 6.31 -21.07  0.060
H52 27.98 4.08 -21.22  0.095

Calculated values
**Spin multiplicity**: 1
**SMILES**: NC(N)=O.NC(N)=O.CC(C)O.CC(C)O.CC(C)O.CC(C)O.CO.CO.CO
**Lowest unoccupied orbital energy**: -0.10 eV
**E_tot**: -1574.7593 Ha
**Orbital gap**: 8.59 eV
**Energy above the lowest of the compared OMol25 structures with the same formula, charge and spin**: 216.5 kcal per mole